7
Properties=species:S:1:pos:R:3:forces:R:3:lowdin_charge:R:1 method="wB97M-V/def2-TZVPD" molar_mass_da=65.50 spin_multiplicity=1 e_tot_ev=-15110.465 homo_energy_ha="-0.389 / -0.318" de_lowest_ev=3.8946
H 0.59005 -1.13953 0.92752 -0.553 -1.237 2.046 -0.03
H 0.51386 -0.98484 -0.91756 0.084 0.044 0.429 0.02
Cl 2.10818 0.42288 0.11244 0.516 0.350 0.031 0.58
N -1.23260 1.01877 0.30614 0.085 -2.009 -1.973 0.00
C 0.81354 -0.63562 0.07002 -0.544 1.283 -2.352 -0.54
H -1.93355 0.19013 0.20507 1.330 1.663 0.068 0.00
H -0.85949 1.12821 -0.70364 -0.919 -0.093 1.752 -0.02

57
Properties=species:S:1:pos:R:3:forces:R:3:lowdin_charge:R:1 method="wB97M-V/def2-TZVPD" molar_mass_da=674.91 spin_multiplicity=1 e_tot_ev=-83765.816 homo_energy_ha="-0.285 / -0.286" de_lowest_ev=0.0000
Rh -0.11245 -0.46943 0.05494 -0.510 2.162 4.206 1.00
C -0.15275 -2.33412 2.12084 1.028 -2.308 0.506 -0.34
H 3.27715 2.02647 3.41752 0.120 -0.029 -0.015 0.11
C -2.69562 -1.77402 -1.55943 -0.024 -0.093 0.165 -0.09
C -0.99228 -1.21707 2.20739 -0.280 1.400 -2.441 0.04
N 0.75966 1.10295 1.44613 -0.171 -1.892 -1.211 0.05
H -3.15738 3.14866 0.57012 -0.093 0.083 0.023 0.09
O 3.70022 -1.15348 -1.27247 0.199 -0.148 0.014 -0.25
H -2.87268 -2.01737 -0.52202 -0.021 -0.089 0.101 0.10
H 2.67293 -3.65412 3.53740 0.004 -0.008 0.013 0.11
C 1.91081 1.05540 2.07203 -0.016 -0.195 -0.136 -0.10
H -3.70198 -3.78499 -5.05358 -0.031 -0.042 -0.043 0.09
H -2.43254 -0.77500 -5.27531 0.023 -0.008 -0.007 0.12
H -2.45111 0.97531 -3.50507 -0.005 0.024 -0.084 0.12
C 1.46544 -1.88939 -2.58525 -0.071 0.071 0.094 -0.63
H -1.32270 -3.37195 0.63014 -0.151 -0.075 -0.057 0.10
H 1.78058 3.98342 3.77580 0.043 -0.001 0.022 0.12
C -2.58611 -2.40043 -3.88361 0.035 -0.025 0.074 -0.27
H -2.07511 -4.32508 -4.65944 0.066 -0.078 -0.087 0.08
H -2.72597 -3.79370 -2.26508 -0.024 -0.085 0.044 0.12
O 1.74179 -1.91103 -0.02525 -1.080 0.359 0.866 -0.33
H -2.63238 4.97753 2.11318 -0.070 0.100 0.053 0.11
C -2.65575 -2.75033 -2.53839 -0.067 0.085 -0.028 -0.03
H 0.08341 -5.40043 0.61168 0.000 -0.018 -0.054 0.11
N -1.47837 1.11327 -0.00267 0.088 -2.514 -2.006 -0.20
C -2.21592 3.16032 1.09161 0.465 -0.694 -0.285 -0.01
C -2.60379 -0.44224 -1.92732 -0.075 0.469 0.343 -0.31
F 1.74183 -3.17454 -2.80143 0.301 0.165 0.317 0.15
C 0.25347 3.22988 2.45367 -0.222 -0.129 -0.237 -0.15
O 1.69281 0.23772 -1.15727 0.114 0.065 -0.356 -0.35
C 1.45318 -4.64010 2.07413 -0.450 0.616 -0.063 -0.67
C -0.05879 2.15431 1.58096 -1.017 0.735 -0.002 -0.15
C -2.66809 -3.45740 -4.93908 -0.029 0.009 0.017 -0.04
C -2.48682 -1.05736 -4.23165 0.030 0.108 0.125 -0.02
O -3.79138 0.22237 0.29542 -0.184 -0.308 -0.128 -0.30
C 2.32824 2.09783 2.91137 -0.190 0.290 0.200 -0.03
S -2.95730 0.81494 -0.71848 0.529 0.209 1.103 0.64
C 1.50010 3.17586 3.11233 0.064 -0.347 -0.177 0.01
H 2.51062 0.16794 1.91187 0.054 0.011 0.001 0.12
O -3.45691 1.98602 -1.38433 0.261 -0.136 -0.234 -0.29
S 2.29025 -1.09195 -1.09511 1.242 0.016 -2.230 0.48
Cl 2.40416 -6.06670 2.07825 0.203 -0.242 -0.021 0.70
C 0.33026 -4.56178 1.24598 0.559 -0.377 0.225 -0.10
H -2.32874 -3.06951 -5.89539 0.059 -0.093 -0.096 0.08
C -1.29676 2.13299 0.84847 -0.123 1.403 1.135 -0.27
C -0.69602 4.25815 2.62499 -0.210 0.081 -0.054 -0.05
F 1.63722 -1.23787 -3.73240 0.202 0.102 0.305 0.15
H -0.46853 5.08204 3.28361 0.034 0.075 0.076 0.11
H -0.82281 -0.49686 2.99572 0.071 0.200 -0.157 0.08
C -1.90429 4.19510 1.96623 0.595 0.187 0.334 -0.07
C -2.48993 -0.07561 -3.25652 0.070 0.174 -0.106 -0.04
C 1.00826 -2.45709 2.94232 -0.984 0.517 -0.569 -0.04
C -0.45075 -3.43809 1.26367 -0.075 1.089 0.596 -0.05
H 1.25364 -1.64532 3.61128 0.032 0.100 0.088 0.11
H -1.99580 -1.24575 1.79617 -0.119 -0.158 0.299 0.06
C 1.79614 -3.57438 2.91007 0.171 -0.670 -0.204 -0.10
F 0.14832 -1.82329 -2.27559 -0.366 -0.140 -0.258 0.06